The following is a DFT calculation (the ωB97M-V functional and the def2-TZVPD basis) of a molecular structure, C26H21AuN4OPS.

LUMO level = -3.98 eV
Total charge = +1
HOMO energy = -10.77 eV

Element x y z (Å)
Au 0.551 1.033 -0.192
N 3.664 0.679 2.869
C 2.577 0.517 2.090
S 2.800 1.110 0.440
N 1.531 -0.046 2.606
N 0.477 -0.196 1.725
C -0.279 -1.200 1.963
C -1.447 -1.586 1.193
C -2.282 -2.530 1.630
C -3.552 -2.704 0.836
C -3.125 -2.795 -0.614
C -2.269 -1.872 -1.014
N -1.791 -0.921 -0.037
H 4.511 1.066 2.498
H 3.653 0.297 3.800
H -0.045 -1.815 2.829
H -2.085 -3.107 2.523
H -4.078 -3.604 1.143
H -3.505 -3.565 -1.270
H -1.882 -1.778 -2.021
O 0.998 -0.103 -2.656
C 0.297 0.743 -2.223
C -0.793 1.470 -2.923
C -0.770 1.621 -4.302
C -1.757 2.400 -4.891
C -2.742 2.998 -4.114
C -2.775 2.815 -2.738
C -1.799 2.032 -2.138
P -1.623 1.716 -0.369
C -2.687 0.287 0.157
C -3.975 0.156 -0.642
C -4.869 -0.704 -0.181
C -4.558 -1.453 1.094
C -3.975 -0.451 2.068
C -3.078 0.415 1.628
C -2.139 3.205 0.477
C -3.486 3.420 0.776
C -3.869 4.613 1.365
C -2.918 5.581 1.661
C -1.579 5.365 1.369
C -1.185 4.176 0.776
H 0.016 1.167 -4.889
H -1.742 2.561 -5.960
H -3.489 3.623 -4.584
H -3.550 3.284 -2.144
H -4.105 0.695 -1.570
H -5.793 -0.900 -0.708
H -5.470 -1.881 1.505
H -4.271 -0.481 3.109
H -2.584 1.130 2.273
H -4.231 2.664 0.558
H -4.911 4.786 1.599
H -3.223 6.508 2.127
H -0.841 6.118 1.606
H -0.139 4.002 0.552